92
Properties=species:S:1:pos:R:3:mulliken_charge:R:1 method="wB97M-V/def2-TZVPD" orbital_gap_ev=9.145 de_lowest_kcal_mol=53.8 molar_mass_g_mol=612.63 total_energy_ev=-62115.75891 smiles="NC(N)=O.NC(N)=O.NC(N)=O.NC(N)=O.OCCO.OCCO.OCCO.OCCO.OCCO.OCCO"
N 2.454 -2.700 -20.006 0.366
C 2.902 -3.755 -20.684 0.487
N 3.913 -4.394 -19.988 0.350
O 2.576 -3.983 -21.847 -0.836
H 2.779 -2.551 -19.063 -0.056
H 1.602 -2.333 -20.406 -0.093
H 4.091 -5.340 -20.290 -0.124
H 4.140 -4.168 -19.033 0.001
N 2.436 -1.649 -15.531 -0.362
C 2.935 -1.658 -16.765 0.378
N 2.809 -0.494 -17.416 -0.247
O 3.545 -2.645 -17.215 -0.588
H 2.368 -2.537 -15.062 0.219
H 1.930 -0.870 -15.150 0.186
H 2.291 0.147 -16.845 0.146
H 3.369 -0.285 -18.222 0.230
N 0.858 -4.567 -25.011 -0.271
C 0.255 -3.373 -24.844 0.636
N -0.281 -2.773 -25.917 -0.489
O 0.390 -2.733 -23.785 -0.704
H 0.612 -5.041 -25.863 0.150
H 1.708 -4.781 -24.521 0.172
H -0.637 -1.861 -25.683 0.255
H -0.053 -3.143 -26.821 0.176
N 2.119 1.322 -20.050 -0.325
C 1.455 1.257 -21.223 0.553
N 0.200 0.758 -20.972 -0.412
O 1.880 1.465 -22.346 -0.640
H 1.532 1.288 -19.236 0.221
H 3.104 1.505 -19.984 0.199
H -0.402 0.563 -21.759 0.306
H 0.138 -0.047 -20.350 0.326
O 9.245 -2.949 -19.053 -0.559
C 8.902 -4.266 -19.418 -0.401
C 8.036 -4.349 -20.680 -0.417
O 6.706 -3.904 -20.374 -0.413
H 8.457 -2.522 -18.700 0.335
H 9.858 -4.760 -19.588 0.343
H 8.280 -4.818 -18.705 0.199
H 7.950 -5.296 -21.210 0.344
H 8.437 -3.524 -21.278 0.308
H 5.938 -4.248 -20.840 0.159
O 6.200 -8.874 -17.898 -0.505
C 6.541 -7.779 -18.762 0.227
C 7.359 -8.191 -20.002 0.293
O 8.291 -9.208 -19.753 -0.581
H 6.874 -9.544 -18.065 0.343
H 5.613 -7.241 -18.973 0.159
H 7.031 -6.959 -18.222 -0.235
H 7.769 -7.242 -20.362 -0.046
H 6.632 -8.393 -20.790 -0.028
H 9.078 -8.824 -19.356 0.352
O -1.267 -3.996 -17.462 -0.618
C -0.186 -3.044 -17.408 -0.011
C -0.688 -1.625 -17.634 -0.562
O -0.269 -1.240 -18.953 -0.574
H -0.908 -4.884 -17.546 0.350
H 0.100 -3.057 -16.349 0.271
H 0.651 -3.379 -18.019 0.169
H -0.296 -0.984 -16.846 0.338
H -1.779 -1.568 -17.648 0.330
H -0.587 -1.967 -19.510 -0.002
O 3.733 -5.669 -16.913 -0.380
C 4.935 -5.686 -16.123 0.480
C 4.963 -7.062 -15.418 -0.459
O 4.511 -6.798 -14.080 -0.582
H 3.153 -4.966 -16.606 0.165
H 5.727 -5.900 -16.848 -0.475
H 5.073 -4.832 -15.469 0.392
H 5.990 -7.429 -15.409 0.303
H 4.361 -7.822 -15.914 0.256
H 3.551 -6.804 -14.069 0.306
O -2.078 -6.093 -21.057 -0.586
C -1.042 -5.158 -21.303 0.208
C -1.423 -3.744 -21.025 -0.739
O -0.253 -2.978 -21.124 -0.001
H -2.546 -5.781 -20.276 0.342
H -0.174 -5.341 -20.659 0.006
H -0.698 -5.234 -22.335 0.112
H -1.858 -3.641 -20.024 0.478
H -2.183 -3.344 -21.707 0.178
H 0.088 -2.936 -22.039 0.185
O 4.567 -6.775 -21.793 -0.281
C 3.698 -7.785 -22.439 -0.654
C 2.253 -7.419 -22.128 -0.532
O 1.746 -6.263 -22.787 -0.472
H 5.073 -6.458 -22.547 0.189
H 3.914 -7.683 -23.502 0.417
H 4.025 -8.737 -22.023 0.312
H 2.048 -7.219 -21.071 0.255
H 1.579 -8.248 -22.354 0.432
H 2.305 -5.485 -22.524 0.371

89
Properties=species:S:1:pos:R:3:mulliken_charge:R:1 method="wB97M-V/def2-TZVPD" orbital_gap_ev="4.101 / 4.110" de_lowest_kcal_mol=36.5 molar_mass_g_mol=702.97 total_energy_ev=-66111.53370 spin_multiplicity=6 charge=+4
Ir -1.767 -0.890 0.065 0.668
C -1.788 0.080 1.668 0.617
O -2.004 0.659 2.668 -0.386
C -0.188 -0.773 -1.064 -0.402
O 0.637 -0.826 -1.914 -0.391
P -0.360 -2.628 1.123 0.882
C -1.571 -4.031 0.985 -0.249
H -1.143 -4.979 1.350 0.764
C 1.167 -3.306 0.309 0.373
H 0.912 -3.263 -0.762 0.544
C -0.064 -2.479 2.953 0.415
H -0.978 -1.974 3.304 0.577
C -2.356 2.906 -0.131 0.432
P -2.131 1.334 -1.125 0.345
H -4.100 1.648 -2.407 0.924
H -2.929 2.551 0.743 0.637
C -1.445 1.952 -2.734 0.350
H -2.091 2.817 -2.908 0.701
C 2.403 -2.429 0.531 -1.638
H 3.188 -2.726 -0.183 0.531
H 2.809 -2.558 1.546 0.300
H 2.176 -1.362 0.355 -0.016
C 1.491 -4.768 0.665 -1.434
H 1.831 -4.867 1.708 0.273
H 2.327 -5.105 0.025 0.478
H 0.647 -5.455 0.499 0.353
C 0.052 -3.827 3.668 -1.505
H -0.708 -4.557 3.373 0.385
H -0.066 -3.661 4.746 0.426
H 1.045 -4.269 3.529 0.344
C 1.119 -1.569 3.323 -1.352
H 1.030 -1.288 4.388 0.518
H 1.139 -0.639 2.727 0.191
H 2.083 -2.094 3.213 0.300
C -2.746 -3.620 1.861 -1.310
H -2.555 -3.831 2.929 0.362
H -3.683 -4.096 1.515 0.369
H -2.928 -2.518 1.853 0.198
C -1.895 -4.205 -0.501 -1.556
H -2.215 -3.264 -0.975 0.468
H -2.699 -4.939 -0.647 0.527
H -1.014 -4.540 -1.067 0.314
C -3.132 3.976 -0.903 -1.666
H -4.027 3.575 -1.389 0.410
H -2.494 4.462 -1.654 0.431
H -3.427 4.748 -0.177 0.481
C -1.044 3.520 0.408 -1.120
H -0.474 4.040 -0.409 0.196
C -3.907 -0.496 -2.328 -1.275
H -0.343 2.821 0.945 0.119
H -1.354 4.331 1.112 0.508
C -4.769 0.995 -0.413 -1.360
H -3.231 -1.152 -1.753 0.338
H -4.928 -0.905 -2.283 0.430
H -3.507 -0.598 -3.343 0.310
C -3.863 0.882 -1.653 -0.111
H -5.652 0.360 -0.534 0.424
H -5.053 2.039 -0.259 0.332
H -4.263 0.657 0.500 0.276
C -1.638 0.997 -3.920 -1.721
H -1.137 0.026 -3.752 0.283
H -1.169 1.444 -4.811 0.560
H -2.700 0.833 -4.159 0.372
C -0.003 2.405 -2.646 -1.054
H 0.633 1.669 -2.135 0.056
H 0.091 3.397 -2.193 0.072
H 0.382 2.487 -3.670 0.506
H -3.436 -1.485 0.503 0.026
H -3.256 -1.854 -0.255 0.284
C 4.137 4.855 -1.102 -1.127
C 3.805 3.965 0.089 -0.365
N 2.861 2.947 -0.309 0.390
C 2.822 1.750 0.323 -0.287
S 1.332 0.875 0.348 0.330
N 3.983 1.259 0.895 0.109
C 5.112 1.094 -0.056 -0.541
C 6.433 1.102 0.685 -1.084
H 4.549 4.239 -1.915 0.330
H 4.826 5.655 -0.806 0.411
H 3.256 5.360 -1.513 0.372
H 4.717 3.514 0.503 0.308
H 3.361 4.561 0.897 0.421
H 1.915 3.265 -0.604 -0.012
H 3.742 0.380 1.390 0.415
H 4.964 0.158 -0.612 0.449
H 5.048 1.902 -0.791 0.335
H 6.584 0.142 1.200 0.386
H 7.200 1.280 -0.089 0.377
H 6.420 1.913 1.429 0.347

20
Properties=species:S:1:pos:R:3:mulliken_charge:R:1 method="wB97M-V/def2-TZVPD" orbital_gap_ev=9.598 de_lowest_kcal_mol=21.5 molar_mass_g_mol=113.14 total_energy_ev=-11401.41242 charge=+1
C 1.634 0.005 0.325 0.027
C 1.046 1.191 0.196 -0.480
N -0.108 1.337 -0.719 -0.121
N 2.572 -0.359 1.241 -0.438
H 1.308 -0.806 -0.313 0.269
H 1.248 2.050 0.810 0.316
H -0.378 2.313 -0.663 0.348
H 0.033 0.878 -1.632 0.440
H -0.924 0.800 -0.386 0.281
H 3.258 0.293 1.581 0.219
H 2.887 -1.316 1.258 0.231
H -2.204 -0.002 1.099 0.337
H -3.509 0.666 0.839 0.338
O -2.564 0.807 0.700 -0.685
H -1.302 -0.573 -3.155 0.293
H 0.135 -1.065 -3.305 0.300
O -0.432 -0.528 -2.740 -0.630
H -1.302 -2.301 1.065 0.320
H -0.384 -1.857 2.228 0.307
O -1.012 -1.531 1.571 -0.669

13
Properties=species:S:1:pos:R:3:mulliken_charge:R:1 method="wB97M-V/def2-TZVPD" orbital_gap_ev="10.287 / 7.058" de_lowest_kcal_mol=9.7 molar_mass_g_mol=77.17 total_energy_ev=-14090.24372 spin_multiplicity=2
C -0.742 -0.900 -1.226 -0.847
C 0.216 0.207 -1.774 -0.672
H -0.165 -1.540 -0.596 0.262
H -1.640 -0.504 -0.641 0.263
H -1.144 -1.585 -2.063 0.295
H -0.545 0.815 -2.369 0.207
H 0.954 -0.259 -2.422 0.271
H 0.641 0.865 -1.006 0.229
C 0.546 0.640 2.370 -0.540
S -0.440 0.529 3.846 -0.096
H 1.676 0.706 2.526 0.307
H 0.251 1.366 1.584 0.237
H 0.390 -0.340 1.771 0.085

24
Properties=species:S:1:pos:R:3:mulliken_charge:R:1 method="wB97M-V/def2-TZVPD" orbital_gap_ev=9.025 de_lowest_kcal_mol=22.1 molar_mass_g_mol=164.21 total_energy_ev=-14450.59493 smiles=Cc1c[nH]cn1.Cc1c[nH]cn1
C -1.548 0.949 -1.246 -1.163
C -0.903 -0.360 -1.627 0.603
C -1.468 -1.536 -1.995 -0.575
N -0.386 -2.397 -2.214 -0.157
C 0.729 -1.671 -1.953 -0.214
N 0.480 -0.433 -1.619 -0.418
H -0.846 1.728 -1.442 0.284
H -1.903 0.876 -0.220 0.160
H -2.434 1.109 -1.840 0.431
H -2.488 -1.844 -1.874 0.399
H -0.338 -3.116 -2.914 0.237
H 1.689 -2.138 -1.784 0.417
C -1.004 -0.300 2.687 -1.250
C 0.104 0.502 2.070 0.665
C 1.214 0.067 1.409 -0.525
N 1.863 1.170 0.945 -0.002
C 1.223 2.254 1.441 -0.285
N 0.152 1.875 2.103 -0.650
H -1.121 -1.180 2.063 0.294
H -1.891 0.328 2.748 0.326
H -0.732 -0.553 3.711 0.377
H 1.661 -0.888 1.195 0.419
H 2.594 1.139 0.259 0.213
H 1.304 3.319 1.295 0.415

21
Properties=species:S:1:pos:R:3:mulliken_charge:R:1 method="wB97M-V/def2-TZVPD" orbital_gap_ev=10.619 de_lowest_kcal_mol=62.6 molar_mass_g_mol=119.16 total_energy_ev=-10979.16539 smiles="C=CCO.NCCO"
C -2.181 0.684 -0.030 -0.711
C -2.248 0.998 1.308 -0.110
C -1.110 1.102 2.264 -0.162
O -1.330 2.196 3.149 -0.544
H -3.107 0.598 -0.613 0.241
H -1.239 0.519 -0.562 0.188
H -3.228 1.072 1.740 0.337
H -1.129 0.230 2.915 0.190
H -0.099 1.142 1.821 0.247
H -1.545 2.969 2.634 0.312
N 1.452 -0.987 -2.996 -0.565
C 2.084 -1.260 -1.696 -0.575
C 1.124 -0.857 -0.559 -0.217
O 1.677 -1.317 0.705 -0.533
H 1.875 -1.598 -3.691 0.245
H 1.645 -0.044 -3.354 0.223
H 3.074 -0.811 -1.459 0.281
H 2.195 -2.366 -1.603 0.339
H 0.103 -1.283 -0.729 0.299
H 1.026 0.239 -0.575 0.235
H 0.962 -1.228 1.331 0.280